No. 1
{"formula": "C18H19F4NO4", "method": "wB97M-V/def2-TZVPD", "e_tot_ha": -1452.360140, "e_lumo_ev": -2.6, "smiles": "COC(=O)[C@H]1CCCN1C1=CCCCC1.O=C1C(F)=C(F)C(=O)C(F)=C1F", "e_above_lowest_kj_mol": 0.00, "max_force_ev_per_a": 3.45, "total_charge": 0, "homo_ev": -8.07, "symbols": ["C", "O", "C", "O", "C", "C", "C", "C", "N", "C", "C", "C", "C", "C", "C", "H", "H", "H", "H", "H", "H", "H", "H", "H", "H", "H", "H", "H", "H", "H", "H", "H", "H", "H", "O", "C", "C", "F", "C", "F", "C", "O", "C", "F", "C", "F"], "xyz": [[0.44, 1.32, -4.33], [0.42, -0.03, -3.86], [0.37, -0.13, -2.52], [0.38, 0.85, -1.79], [0.29, -1.58, -2.09], [1.42, -2.44, -2.67], [1.87, -3.36, -1.53], [1.05, -2.96, -0.30], [0.40, -1.70, -0.64], [-0.66, -1.25, 0.17], [-0.71, 0.03, 0.69], [-2.01, 0.63, 1.06], [-2.99, -0.40, 1.62], [-3.16, -1.54, 0.62], [-1.82, -2.23, 0.37], [0.37, 1.24, -5.41], [-0.42, 1.88, -3.93], [1.37, 1.82, -4.04], [-0.68, -1.96, -2.46], [1.01, -2.99, -3.52], [2.26, -1.82, -3.03], [1.69, -4.41, -1.79], [2.93, -3.23, -1.33], [0.31, -3.75, -0.07], [1.68, -2.84, 0.60], [0.15, 0.67, 0.56], [-1.89, 1.43, 1.77], [-2.45, 1.07, 0.15], [-2.58, -0.78, 2.56], [-3.96, 0.07, 1.83], [-3.89, -2.26, 0.98], [-3.54, -1.14, -0.34], [-1.91, -2.90, -0.49], [-1.58, -2.88, 1.23], [2.65, 5.42, 3.15], [2.04, 4.39, 2.85], [2.70, 3.12, 2.52], [4.04, 3.18, 2.36], [2.03, 1.96, 2.38], [2.71, 0.81, 2.13], [0.59, 1.84, 2.63], [0.07, 0.77, 3.01], [-0.08, 3.14, 2.65], [-1.43, 3.16, 2.76], [0.59, 4.31, 2.74], [-0.08, 5.48, 2.77]]}

=====

No. 2
{"formula": "C18H19IN4O4Sn", "method": "wB97M-V/def2-TZVPD", "e_tot_ha": -1729.277197, "e_lumo_ev": -0.1, "e_above_lowest_kj_mol": 85.26, "max_force_ev_per_a": 5.49, "total_charge": 0, "homo_ev": -7.84, "symbols": ["Sn", "C", "C", "N", "C", "C", "C", "O", "C", "C", "N", "C", "C", "C", "C", "C", "C", "I", "C", "O", "H", "H", "H", "H", "H", "H", "H", "H", "H", "H", "H", "H", "N", "C", "C", "O", "O", "H", "H", "H", "H", "C", "C", "N", "H", "H", "H"], "xyz": [[-0.50, -1.19, 1.21], [-3.18, 0.02, -2.16], [-2.37, 1.18, -1.61], [-2.55, 2.34, -2.22], [-1.71, 3.34, -1.96], [-0.68, 3.23, -0.99], [0.48, 4.23, -1.02], [0.68, 4.83, 0.23], [-0.74, 2.14, -0.15], [0.31, 1.99, 0.78], [0.59, 0.85, 1.40], [1.73, 0.77, 2.20], [2.96, 0.53, 1.56], [4.06, 0.34, 2.42], [3.96, 0.11, 3.78], [2.67, 0.27, 4.41], [1.62, 0.68, 3.64], [-0.18, 1.20, 4.63], [-1.65, 1.11, -0.36], [-1.92, 0.16, 0.49], [-4.13, -0.03, -1.63], [-3.35, 0.27, -3.21], [-2.76, -0.98, -2.09], [-1.74, 4.26, -2.57], [1.36, 3.71, -1.43], [0.33, 4.97, -1.80], [1.39, 5.52, 0.21], [0.88, 2.87, 0.93], [2.99, 0.47, 0.48], [5.11, 0.40, 2.10], [4.81, -0.11, 4.37], [2.55, 0.11, 5.43], [1.03, -3.94, -0.34], [1.58, -3.26, -1.52], [1.41, -1.71, -1.27], [2.31, -0.93, -1.57], [0.20, -1.33, -0.80], [1.62, -4.66, 0.09], [0.04, -4.14, -0.51], [1.05, -3.43, -2.44], [2.66, -3.25, -1.67], [-4.19, -4.05, -1.49], [-3.10, -3.53, -0.64], [-2.26, -2.91, -0.05], [-4.73, -4.71, -0.81], [-3.79, -4.52, -2.38], [-4.84, -3.22, -1.66]]}

=====

No. 3
{"formula": "C18H19IN4O4Sn", "method": "wB97M-V/def2-TZVPD", "e_tot_ha": -1729.276771, "e_lumo_ev": -0.3, "e_above_lowest_kj_mol": 86.38, "max_force_ev_per_a": 3.72, "total_charge": 0, "homo_ev": -7.62, "symbols": ["Sn", "C", "C", "N", "C", "C", "C", "O", "C", "C", "N", "C", "C", "C", "C", "C", "C", "I", "C", "O", "H", "H", "H", "H", "H", "H", "H", "H", "H", "H", "H", "H", "N", "C", "C", "O", "O", "H", "H", "H", "H", "C", "C", "N", "H", "H", "H"], "xyz": [[-1.23, 0.99, 0.86], [-2.93, -2.36, -1.90], [-1.60, -1.95, -2.49], [-1.25, -2.56, -3.63], [-0.08, -2.23, -4.15], [0.74, -1.21, -3.65], [2.00, -0.96, -4.46], [3.09, -0.58, -3.63], [0.37, -0.56, -2.46], [1.30, 0.31, -1.91], [1.58, 0.34, -0.63], [2.72, 0.97, -0.18], [3.50, 1.82, -1.01], [4.37, 2.69, -0.44], [4.47, 2.82, 0.92], [3.79, 1.97, 1.79], [2.99, 0.97, 1.26], [2.30, -0.50, 2.69], [-0.82, -1.01, -1.76], [-1.28, -0.67, -0.60], [-3.24, -3.24, -2.49], [-3.67, -1.55, -1.97], [-2.98, -2.68, -0.86], [0.18, -2.74, -5.05], [1.78, -0.16, -5.18], [2.16, -1.91, -5.02], [3.91, -0.85, -4.07], [1.75, 1.03, -2.60], [3.45, 1.74, -2.09], [4.98, 3.43, -1.02], [5.14, 3.57, 1.40], [4.01, 2.03, 2.86], [-1.46, -0.87, 2.46], [-2.94, -1.10, 2.49], [-3.81, 0.10, 1.91], [-4.98, 0.10, 2.34], [-3.25, 0.97, 1.08], [-0.98, -1.71, 2.10], [-1.03, -0.60, 3.32], [-3.16, -1.43, 3.51], [-3.13, -1.89, 1.79], [-3.25, 1.55, 5.29], [-1.94, 1.63, 4.58], [-0.85, 1.62, 4.16], [-3.44, 0.54, 5.63], [-4.05, 1.91, 4.64], [-3.21, 2.21, 6.16]]}

=====

No. 4
{"formula": "C18H19MnN2O15P", "method": "wB97M-V/def2-TZVPD", "e_tot_ha": -3427.866387, "e_lumo_ev": [4.5, 4.5], "s_squared": 0.78, "multiplicity": 2, "e_above_lowest_kj_mol": 0.00, "max_force_ev_per_a": 0.34, "total_charge": -2, "homo_ev": [-2.45, -1.95], "symbols": ["Mn", "O", "C", "O", "C", "C", "C", "C", "C", "O", "C", "C", "O", "O", "H", "H", "H", "H", "H", "H", "H", "H", "O", "C", "O", "C", "C", "C", "C", "C", "C", "O", "N", "O", "O", "N", "O", "O", "H", "H", "C", "O", "P", "O", "C", "O", "C", "H", "H", "H", "H", "H", "H", "H", "H", "H"], "xyz": [[-0.71, 0.22, -0.48], [-1.03, -1.62, -4.14], [-0.90, -1.41, -2.93], [-0.38, -0.38, -2.39], [-1.30, -2.54, -1.96], [-0.21, -2.69, -0.88], [-0.30, -4.05, -0.19], [-1.59, -3.87, 0.65], [-1.98, -2.43, 0.33], [-0.70, -1.80, 0.15], [-2.58, -2.32, -1.08], [-3.33, -0.98, -1.20], [-4.52, -1.02, -1.51], [-2.70, 0.07, -0.83], [-1.40, -3.45, -2.55], [0.78, -2.36, -1.18], [-0.37, -4.86, -0.91], [0.57, -4.21, 0.45], [-2.39, -4.57, 0.38], [-1.39, -3.99, 1.72], [-2.53, -1.91, 1.11], [-3.31, -3.10, -1.27], [0.69, 3.93, -1.72], [0.68, 2.77, -1.28], [-0.37, 2.09, -1.10], [2.04, 2.17, -0.91], [3.14, 2.94, -1.14], [4.44, 2.48, -0.85], [4.63, 1.23, -0.29], [3.53, 0.45, -0.02], [2.18, 0.85, -0.33], [1.22, 0.06, -0.12], [3.81, -0.84, 0.58], [3.01, -1.33, 1.35], [4.87, -1.38, 0.30], [5.58, 3.32, -1.10], [5.40, 4.43, -1.59], [6.69, 2.90, -0.80], [2.98, 3.92, -1.58], [5.62, 0.87, -0.07], [-3.58, 0.40, 2.35], [-2.18, 0.43, 2.60], [-1.26, 1.23, 1.48], [-0.05, 1.66, 2.46], [0.80, 0.61, 2.93], [-2.04, 2.63, 1.45], [-2.59, 3.18, 0.24], [-4.03, -0.26, 3.10], [-3.82, 0.04, 1.35], [-4.01, 1.40, 2.45], [1.78, 1.04, 3.11], [0.90, -0.18, 2.18], [0.40, 0.20, 3.86], [-3.49, 3.72, 0.54], [-2.84, 2.40, -0.47], [-1.87, 3.86, -0.22]]}